{"formula": "C16H17BrN3O2Pd", "method": "the ωB97M-V functional and the def2-TZVPD basis", "fmax_ha_per_bohr": 0.0497, "homo_energy_ev": [-11.469, -11.494], "de_lowest_kcal_mol": 29.5, "charge": 1, "e_lumo_ev": [-4.85, -4.72], "species": ["Pd", "O", "C", "C", "C", "C", "C", "C", "C", "O", "N", "N", "C", "C", "Br", "C", "C", "C", "C", "C", "C", "C", "H", "H", "H", "H", "H", "H", "H", "H", "H", "H", "H", "H", "H", "H", "N", "H", "H", "H"], "positions_angstrom": [[-0.4697, 0.3513, -2.4545], [-2.4879, 1.4224, -3.2633], [-2.9471, 1.7994, -1.9944], [-3.2888, 3.1311, -1.8304], [-3.7076, 3.5773, -0.5875], [-3.7846, 2.6902, 0.4782], [-3.4285, 1.3660, 0.2927], [-2.9960, 0.8869, -0.9423], [-2.6057, -0.5849, -1.0731], [-2.0169, -0.8816, -2.3181], [-1.6914, -0.9591, 0.0085], [-0.4120, -0.7211, -0.4427], [0.5866, -1.3060, 0.0756], [1.9130, -1.1886, -0.5220], [1.8997, -0.8441, -2.4031], [3.0827, -1.4281, 0.0732], [3.2630, -1.7197, 1.5020], [2.5114, -1.0933, 2.4951], [2.7060, -1.4238, 3.8274], [3.6544, -2.3739, 4.1758], [4.4262, -2.9813, 3.1936], [4.2391, -2.6497, 1.8633], [-2.7104, 0.4749, -3.3667], [-3.2466, 3.7915, -2.6853], [-3.9844, 4.6140, -0.4549], [-4.1186, 3.0299, 1.4480], [-3.4642, 0.6765, 1.1268], [-3.5025, -1.2090, -0.9812], [-1.8003, -1.9166, 0.3250], [0.4851, -1.9658, 0.9369], [3.9777, -1.4424, -0.5376], [1.8045, -0.3158, 2.2348], [2.1276, -0.9259, 4.5931], [3.8059, -2.6291, 5.2153], [5.1781, -3.7090, 3.4648], [4.8454, -3.1194, 1.0994], [0.4530, 2.1462, -3.0600], [0.2631, 2.8638, -2.3648], [-0.0136, 2.4269, -3.9194], [1.4543, 2.1399, -3.2283]]}

***

{"formula": "C16H17Cl2F5O2Pt", "method": "the ωB97M-V functional and the def2-TZVPD basis", "fmax_ha_per_bohr": 0.1026, "homo_energy_ev": [1.209, -1.251], "de_lowest_kcal_mol": 9.9, "spin_multiplicity": 5, "charge": -2, "e_lumo_ev": [4.96, 4.81], "species": ["C", "C", "C", "C", "C", "C", "C", "C", "C", "C", "Pt", "Cl", "Cl", "O", "H", "H", "H", "H", "H", "H", "H", "H", "H", "H", "H", "H", "H", "H", "H", "H", "O", "H", "F", "C", "C", "C", "F", "C", "F", "C", "F", "C", "F"], "positions_angstrom": [[-0.6537, 1.1343, -1.9087], [0.0908, 2.0976, -1.2271], [-0.2230, 2.0513, 0.1608], [1.0081, 3.0816, -1.8518], [-1.1661, 1.0356, 0.3896], [-1.4686, 0.3920, -0.9223], [-2.8280, -0.0810, -1.2420], [-0.7138, 0.9676, -3.3629], [0.2754, 3.0342, 1.1458], [-1.9828, 0.8449, 1.5998], [0.0512, -1.0694, -0.3952], [2.1439, -0.2606, -1.2681], [-0.1586, -2.1765, -2.5332], [-1.5386, -2.2017, 0.2758], [1.4528, 2.6823, -2.7715], [1.8292, 3.3414, -1.1698], [0.4658, 4.0067, -2.1034], [1.3731, 3.0461, 1.1576], [-0.0836, 2.8078, 2.1490], [-0.0577, 4.0521, 0.9002], [-1.4191, 1.0704, 2.5122], [-2.3361, -0.1898, 1.6604], [-2.8637, 1.5053, 1.6036], [-3.2779, -0.5519, -0.3676], [-2.7839, -0.8472, -2.0248], [-3.4662, 0.7485, -1.5653], [0.2946, 0.9365, -3.7916], [-1.2456, 1.8074, -3.8257], [-1.2160, 0.0415, -3.6415], [-1.2846, -2.4641, 1.1781], [-1.9484, -2.5220, -2.3454], [-1.9839, -2.7418, -1.3678], [1.1109, 0.2522, 2.3018], [1.5891, -1.0162, 2.1887], [1.2482, -1.8113, 1.1046], [1.8543, -3.0631, 1.0148], [1.6211, -3.8668, -0.0478], [2.7361, -3.5088, 1.9965], [3.3788, -4.6905, 1.8653], [3.0266, -2.7078, 3.1011], [3.9269, -3.0942, 4.0213], [2.4504, -1.4446, 3.1924], [2.7725, -0.6281, 4.2141]]}

***

{"formula": "C16H17Cl3MnN3O4", "method": "the ωB97M-V functional and the def2-TZVPD basis", "fmax_ha_per_bohr": 0.0865, "homo_energy_ev": [-11.734, -11.734], "spin_multiplicity": 6, "charge": 1, "e_lumo_ev": [-4.01, -5.52], "species": ["Mn", "Cl", "O", "O", "O", "O", "N", "C", "C", "C", "C", "C", "H", "H", "H", "H", "H", "N", "C", "C", "C", "C", "C", "H", "H", "H", "H", "H", "N", "C", "C", "C", "C", "C", "H", "H", "H", "H", "H", "C", "Cl", "Cl", "H", "H"], "positions_angstrom": [[1.0265, 1.0131, 1.4278], [0.8249, -1.9138, -0.4438], [-0.2531, -1.5288, -1.2850], [0.4270, -2.4658, 0.8015], [1.6422, -2.9150, -1.0880], [1.5907, -0.7427, -0.0978], [1.4019, -0.2299, 3.1522], [0.5850, -0.3863, 4.2751], [0.9833, -1.0413, 5.4199], [2.2130, -1.6777, 5.4646], [2.9485, -1.7668, 4.3179], [2.5658, -1.0112, 3.2167], [-0.3638, 0.1279, 4.3186], [0.3717, -1.0198, 6.3098], [2.5317, -2.2362, 6.3322], [3.8760, -2.3120, 4.2237], [3.2272, -0.9817, 2.3633], [-4.4502, -0.2204, -1.9803], [-5.1478, 0.9056, -2.2907], [-4.7577, 1.9167, -3.1574], [-3.6391, 1.6615, -3.9583], [-2.8479, 0.5461, -3.7011], [-3.3141, -0.4010, -2.7402], [-6.0059, 1.1343, -1.6761], [-5.3145, 2.8078, -3.4069], [-3.2879, 2.3989, -4.6649], [-1.8978, 0.3938, -4.1916], [-2.6995, -1.2564, -2.5017], [0.5810, 2.5136, 0.0561], [-0.2585, 2.2145, -0.9784], [-0.6944, 3.0996, -1.9746], [-0.1443, 4.4105, -1.8688], [0.6671, 4.7665, -0.8226], [1.0250, 3.8191, 0.1086], [-0.6178, 1.1973, -1.0311], [-1.3766, 2.8458, -2.7724], [-0.3892, 5.1188, -2.6465], [1.0242, 5.7726, -0.6593], [1.5774, 4.1282, 0.9836], [3.2932, -5.5985, -0.6157], [1.8169, -6.5101, -0.2098], [4.7485, -6.5188, -0.3577], [3.2654, -5.3412, -1.6745], [3.2460, -4.7169, 0.0236]]}

***

{"formula": "C16H17Cl6O5", "method": "the ωB97M-V functional and the def2-TZVPD basis", "fmax_ha_per_bohr": 0.0414, "homo_energy_ev": -4.196, "de_lowest_kcal_mol": 35.9, "charge": -1, "e_lumo_ev": 0.86, "species": ["Cl", "C", "Cl", "C", "O", "C", "Cl", "C", "Cl", "C", "Cl", "C", "Cl", "C", "C", "O", "C", "C", "C", "C", "C", "C", "O", "O", "C", "C", "O", "H", "H", "H", "H", "H", "H", "H", "H", "H", "H", "H", "H", "H", "H", "H", "H", "H"], "positions_angstrom": [[0.0071, 1.0225, -0.9078], [1.5911, 2.0588, -2.2606], [2.9195, 0.9289, -2.1953], [1.0158, 2.0500, -3.6719], [0.9025, 0.9897, -4.2831], [0.6026, 3.3535, -4.2753], [-0.0911, 3.2969, -5.8440], [0.8895, 4.5610, -3.6504], [0.5294, 6.0429, -4.4415], [1.4940, 4.5704, -2.3419], [1.8789, 6.0808, -1.6341], [1.8652, 3.3594, -1.7241], [2.7503, 3.4296, -0.2729], [0.6199, -4.5567, -1.3295], [-0.6342, -3.8323, -0.9499], [-0.1629, -2.5991, -0.3712], [-1.1879, -1.8009, -0.0058], [-0.8344, -0.6189, 0.7713], [-1.9737, 0.1963, 1.3130], [-2.6652, -0.5961, 2.4307], [-3.0201, 0.5679, 0.2666], [0.4221, -0.7072, 1.5389], [1.4134, -1.3839, 1.3160], [0.3538, 0.1770, 2.5675], [1.5784, 0.2736, 3.3250], [1.8832, -0.9895, 4.0951], [-2.3225, -2.0750, -0.3529], [0.4014, -5.5268, -1.7860], [1.1847, -3.9547, -2.0484], [1.2495, -4.7229, -0.4492], [-1.2760, -3.6200, -1.8147], [-1.2208, -4.4038, -0.2106], [-1.5415, 1.1252, 1.7098], [-1.9330, -0.8536, 3.2043], [-3.4723, 0.0238, 2.8398], [-3.0618, -1.5225, 1.9927], [-2.5818, 1.1743, -0.5273], [-3.4174, -0.3598, -0.1549], [-3.8269, 1.1288, 0.7523], [2.3530, 0.4700, 2.5818], [1.4133, 1.1386, 3.9851], [2.7934, -0.8494, 4.6678], [1.0681, -1.2518, 4.7748], [2.0434, -1.7945, 3.3709]]}

***

{"formula": "C16H17Cl7O2Sn", "method": "the ωB97M-V functional and the def2-TZVPD basis", "fmax_ha_per_bohr": 0.0653, "homo_energy_ev": 0.815, "de_lowest_kcal_mol": 39.7, "charge": -2, "e_lumo_ev": 3.81, "species": ["C", "C", "C", "C", "C", "C", "C", "C", "C", "C", "Sn", "Cl", "Cl", "O", "H", "H", "H", "H", "H", "H", "H", "H", "H", "H", "H", "H", "H", "H", "H", "H", "O", "H", "Cl", "C", "C", "C", "Cl", "C", "Cl", "C", "Cl", "C", "Cl"], "positions_angstrom": [[-1.2153, -1.2292, -2.3721], [-0.6275, -0.0746, -2.9689], [-1.0274, 1.0834, -2.2360], [0.2873, -0.0255, -4.0829], [-2.0099, 0.6581, -1.3009], [-2.1297, -0.7859, -1.3802], [-3.0195, -1.6161, -0.5791], [-0.9750, -2.5874, -2.7889], [-0.5649, 2.4650, -2.4434], [-2.7222, 1.5341, -0.3794], [0.6723, -1.4206, 1.7438], [1.6830, -0.9210, -0.4226], [1.5445, -3.7140, 1.6720], [-0.7566, 0.1401, 1.7626], [0.8054, -0.9891, -4.1002], [0.9733, 0.8158, -3.9216], [-0.1600, 0.1088, -5.0778], [0.5358, 2.5488, -2.4518], [-0.9476, 3.1437, -1.6600], [-0.9150, 2.8292, -3.4193], [-2.0096, 2.3415, -0.0635], [-3.1467, 0.9051, 0.4386], [-3.5886, 2.0163, -0.8938], [-3.3067, -1.1113, 0.3628], [-2.5129, -2.5684, -0.3325], [-3.9452, -1.7968, -1.1777], [0.0941, -2.7572, -2.8505], [-1.4331, -2.7039, -3.7721], [-1.3570, -3.2687, -2.0360], [-1.3865, -0.4609, 2.3059], [-1.1289, -2.4169, 1.7898], [-1.2698, -3.3229, 2.1124], [1.4010, 2.1503, 1.1615], [2.1944, 1.5578, 2.5632], [2.1057, 0.1423, 2.8372], [2.9622, -0.3231, 3.8022], [2.9478, -1.9993, 4.2282], [3.9347, 0.5008, 4.5223], [4.7723, -0.1665, 5.8951], [4.0045, 1.8809, 4.2166], [4.9441, 2.8845, 5.2505], [3.1035, 2.4337, 3.2058], [3.1897, 4.1192, 2.8406]]}

***

{"formula": "C16H17ClN4O", "method": "the ωB97M-V functional and the def2-TZVPD basis", "fmax_ha_per_bohr": 0.0682, "homo_energy_ev": -8.511, "de_lowest_kcal_mol": 14.4, "charge": 0, "smiles": "CC(=O)c1c(C)nc(-c2ccc(Cl)cc2)nc1/N=C/N(C)C", "e_lumo_ev": 0.11, "species": ["O", "Cl", "N", "N", "N", "C", "C", "C", "C", "C", "C", "C", "C", "C", "C", "C", "C", "N", "C", "C", "C", "C", "H", "H", "H", "H", "H", "H", "H", "H", "H", "H", "H", "H", "H", "H", "H", "H", "H"], "positions_angstrom": [[2.7323, 0.1217, 3.0487], [-7.2806, 1.0294, -1.0052], [1.5516, -0.7566, -0.3539], [-0.6240, -0.1518, 0.0547], [-1.0507, 1.4413, 1.6939], [2.4816, 0.4462, 1.9033], [1.2608, -1.2313, -1.5283], [-1.4759, 0.6205, 0.7335], [0.6521, -0.1109, 0.3822], [0.2024, 1.3611, 2.1129], [-5.1587, 1.5013, 0.6199], [-4.6766, 0.0772, -1.2037], [-3.8223, 1.4576, 1.0234], [-3.3524, -0.0850, -0.8086], [-5.6031, 0.8138, -0.5146], [1.0805, 0.5318, 1.4847], [-2.8914, 0.6730, 0.2810], [2.2800, -1.8762, -2.2633], [3.6655, 0.6633, 1.0290], [0.5927, 2.2474, 3.2715], [3.6424, -2.1955, -1.6793], [1.7610, -2.6217, -3.4234], [0.2630, -1.1628, -1.9483], [-5.8814, 2.1255, 1.1879], [-4.9453, -0.4373, -2.1260], [-3.5317, 2.0900, 1.8523], [-2.7012, -0.7870, -1.3311], [3.3767, 0.9886, 0.0290], [4.2931, 1.4585, 1.4605], [4.1781, -0.2724, 0.9437], [1.0180, 1.6069, 4.0581], [-0.2329, 2.8485, 3.7139], [1.3379, 2.9567, 2.9910], [3.8460, -1.5850, -0.7989], [3.7487, -3.2266, -1.3404], [4.4024, -2.0306, -2.4117], [2.5550, -3.2632, -3.8716], [1.3379, -1.9765, -4.2165], [0.9689, -3.2896, -3.0502]]}